No. 1
Entry from OMol25: 11 unconnected molecules or ions with the total composition C35H100N14O11 (ωB97M-V/def2-TZVPD).

Values from the calculation:
molecular weight = 893.27 g/mol
expectation value of S² = 0.7504
relative energy (zero: lowest compared OMol25 entry of this formula, charge and spin) = 27.0 kJ/mol
2S+1 = 2
electronic energy = -2987.4350 hartree
HOMO (alpha / beta) = 0.36 / -6.91 eV
net charge = -1
LUMO (alpha / beta) = 0.06844 / 0.06720 hartree
strongest force on any atom = 8.9 eV/A
Kohn-Sham gap (alpha / beta) = 1.507 / 8.740 eV

Each line ends with the Mulliken spin population.
Element x y z (Å)
C1 13.6010 32.1930 27.1218  0.010
C2 12.3949 32.3833 26.1918  0.009
C3 11.8504 31.1474 25.5118  -0.033
O1 12.7136 30.6088 24.4499  -0.117
C4 12.2151 29.4938 23.6991  0.028
N1 11.3810 33.0358 27.0000  0.007
H1 14.3114 31.5116 26.6536  0.004
H2 13.5535 31.7648 28.1231  -0.005
H3 14.1638 33.1191 27.2383  -0.001
H4 12.7433 33.1146 25.4625  0.005
H5 10.9716 31.3821 24.9114  -0.043
H6 11.4844 30.4555 26.2704  0.016
H7 11.3931 29.6985 23.0131  0.024
H8 11.9514 28.6777 24.3718  0.163
H9 13.0501 29.0804 23.1334  -0.052
H10 11.6205 33.9392 27.3830  -0.002
H11 10.5636 33.0595 26.4072  0.000
C5 3.6114 30.6513 27.0495  0.079
C6 2.8333 30.4353 25.7294  -0.058
C7 2.3317 31.7540 25.1586  0.007
O2 1.4313 31.6045 24.0570  -0.014
C8 1.0290 32.8142 23.4467  0.021
N2 3.8308 29.8752 24.8572  -0.014
H12 3.2798 31.5443 27.5793  0.011
H13 4.6964 30.7399 26.9963  0.034
H14 3.3980 29.7520 27.6273  -0.044
H15 2.0242 29.7268 25.9073  -0.020
H16 3.2186 32.3307 24.8962  0.029
H17 1.8230 32.3753 25.8957  -0.006
H18 0.5185 33.1877 24.3344  -0.003
H19 0.4566 32.6633 22.5315  0.005
H20 1.9028 33.4408 23.2678  -0.004
H21 3.4683 30.0297 23.9272  -0.007
H22 4.6557 30.4448 24.7349  0.025
C9 7.1230 34.5515 22.8473  0.008
C10 7.4197 33.0704 23.0904  0.031
C11 6.9744 32.6189 24.4854  -0.041
O3 7.9985 32.8826 25.5328  -0.012
C12 7.7781 32.0789 26.7366  -0.044
N3 6.8923 32.2264 22.0055  0.014
H23 7.3237 34.9320 21.8458  -0.004
H24 7.8585 35.1623 23.3708  0.001
H25 6.1484 34.8869 23.2018  -0.002
H26 8.4982 32.9236 23.1495  0.001
H27 6.9380 31.5319 24.4130  0.028
H28 5.9532 32.9477 24.6784  -0.020
H29 8.5821 32.3305 27.4283  0.005
H30 7.7747 31.0182 26.4855  0.040
H31 6.8495 32.3718 27.2264  0.009
H32 5.8882 32.1279 22.0522  0.001
H33 7.0518 32.5987 21.0803  -0.011
C13 0.7969 25.3392 20.8666  0.003
C14 -0.7296 24.9606 20.9710  0.001
C15 -0.9546 23.6821 21.8202  0.003
O4 -2.2391 23.5257 22.1920  0.000
C16 -2.6213 22.1994 22.3762  0.005
N4 -1.3087 26.2422 21.4966  -0.001
H34 0.9537 26.3063 20.3888  0.005
H35 1.3133 24.5157 20.3733  -0.003
H36 1.1967 25.5077 21.8666  -0.005
H37 -1.0544 24.6050 19.9932  0.000
H38 -0.2865 23.7931 22.6742  -0.007
H39 -0.5357 22.8814 21.2107  0.000
H40 -3.6440 22.0241 22.7102  0.000
H41 -2.1185 21.6599 23.1789  0.000
H42 -2.3907 21.6857 21.4430  -0.001
H43 -0.5711 26.8059 21.8944  -0.001
H44 -1.9892 26.1654 22.2390  0.001
C17 4.8926 25.8348 22.2372  -0.076
C18 5.6685 26.2408 23.5405  -0.334
C19 6.5859 27.5374 23.2499  -0.069
O5 7.5334 27.5247 22.1845  -0.055
C20 8.4700 28.6007 22.3531  -0.139
N5 4.6192 26.5103 24.5356  -0.063
H45 4.3023 26.6259 21.7748  0.013
H46 4.0758 25.1387 22.4274  0.033
H47 5.5690 25.4059 21.4978  0.034
H48 6.1460 25.3494 23.9471  0.291
H49 7.1406 27.6477 24.1817  0.151
H50 5.9856 28.4223 23.0385  -0.071
H51 9.1968 28.8096 21.5681  0.007
H52 9.0931 28.3712 23.2174  0.016
H53 8.0158 29.5294 22.6985  0.113
H54 4.7923 26.5801 25.5282  -0.109
H55 4.0973 27.3254 24.2470  0.091
C21 3.6520 21.2307 22.4865  0.013
C22 4.7406 21.2495 21.4224  0.014
C23 4.9836 22.6348 20.7931  -0.021
O6 5.8421 22.5333 19.6374  -0.004
C24 6.0436 23.7534 19.0334  -0.004
N6 5.8769 20.8190 22.2166  -0.006
H56 3.7429 20.2471 22.9475  -0.003
H57 2.6528 21.3596 22.0704  -0.001
H58 3.7186 21.9676 23.2869  -0.009
H59 4.5549 20.5219 20.6324  0.000
H60 5.4792 23.3430 21.4571  0.013
H61 4.0074 23.0923 20.6318  0.010
H62 6.7501 24.2580 19.6924  0.007
H63 5.1158 24.3256 19.0368  0.002
H64 6.3000 23.5661 17.9907  -0.002
H65 6.7170 20.9640 21.6750  0.001
H66 6.0649 21.4003 23.0209  0.001
C25 7.4022 23.0722 25.5535  -0.513
C26 7.6519 21.5700 25.7133  0.414
C27 6.2592 20.9378 25.9391  -0.197
O7 6.4636 19.6584 26.5074  -0.123
C28 5.2610 18.9517 27.0184  0.012
N7 8.3976 21.0352 24.5202  0.002
H67 8.3779 23.5180 25.3600  0.342
H68 7.0949 23.4255 26.5378  -0.153
H69 6.6097 23.3381 24.8540  0.343
H70 8.2431 21.3694 26.6068  0.135
H71 5.5308 21.0642 25.1381  0.099
H72 5.6969 21.5236 26.6663  0.055
H73 4.8860 19.4470 27.9141  -0.007
H74 5.6439 17.9849 27.3454  0.003
H75 4.4582 18.9036 26.2827  -0.002
H76 9.3458 20.9840 24.8644  -0.130
H77 8.0997 20.0708 24.4860  0.005
C29 2.5061 29.0592 21.0370  0.018
C30 1.2924 29.1144 20.0424  -0.006
C31 0.7583 30.6273 19.9430  0.007
O8 -0.1654 30.6689 18.9343  -0.001
C32 -0.1360 31.9486 18.1848  0.002
N8 1.8636 28.4923 18.8204  0.001
H78 3.4406 29.3973 20.5892  0.006
H79 2.6801 28.0586 21.4328  -0.012
H80 2.3246 29.6281 21.9488  -0.021
H81 0.4863 28.5074 20.4547  0.001
H82 1.4993 31.3805 19.6752  -0.001
H83 0.3642 30.9738 20.8984  0.001
H84 -1.0962 32.2659 17.7782  0.000
H85 0.6230 32.0462 17.4086  0.000
H86 0.0266 32.8040 18.8405  0.000
H87 2.2122 29.1560 18.1436  0.000
H88 1.1379 27.9929 18.3264  0.000
C33 9.9282 26.7173 26.2601  2.928
O9 9.4479 27.6031 26.8791  -0.914
N9 9.2888 26.0254 25.3198  -0.972
N10 11.1992 26.6150 26.1640  0.018
H89 8.3071 25.8263 25.4489  0.230
H90 9.8606 25.2958 24.9186  -0.092
H91 11.6120 25.8077 25.7190  -0.497
H92 11.7132 27.2061 26.8016  -0.082
C34 6.6113 28.1792 18.8646  0.017
O10 5.9117 28.7406 17.9615  -0.011
N11 7.8650 28.2651 18.9163  0.032
N12 6.1052 27.6112 19.8673  0.046
H93 8.2500 27.6501 19.6189  -0.004
H94 8.4419 28.8419 18.3208  -0.017
H95 6.7402 27.3274 20.5996  0.006
H96 5.0983 27.5646 19.9307  -0.006
C35 2.3560 23.5401 25.5067  0.707
O11 2.0510 23.3680 24.3650  -0.243
N13 3.1343 24.4882 26.0256  -0.059
N14 1.6802 22.8370 26.2975  -0.086
H97 3.6290 25.0820 25.3755  -0.032
H98 3.1127 24.5811 27.0311  -0.118
H99 1.0099 22.1537 25.9750  -0.011
H100 1.8540 23.0362 27.2723  -0.022

No. 2
Entry from OMol25: a single C4H7NO molecule (ωB97M-V/def2-TZVPD).

Values from the calculation:
molecular weight = 85.11 g/mol
relative energy (zero: lowest compared OMol25 entry of this formula, charge and spin) = 156.6 kJ/mol
electronic energy = -286.5720 hartree
HOMO = -9.62 eV
LUMO = 0.01356 hartree
strongest force on any atom = 1.1 eV/A
Kohn-Sham gap = 9.990 eV

Each line ends with the natural charge from an NBO analysis.
Element x y z (Å)
C1 -1.4291 -0.8582 0.3634  -0.686
C2 -0.1824 -0.2068 -0.1404  0.469
C3 -0.2527 1.2500 -0.3872  -0.689
N1 0.8410 -0.9515 -0.3467  -0.580
C4 2.0537 -0.3789 0.0106  0.512
O1 2.1833 0.6401 0.6621  -0.590
H1 -1.6847 -1.7445 -0.2162  0.249
H2 -2.2814 -0.1797 0.4407  0.217
H3 -1.1516 -1.1925 1.3692  0.250
H4 -0.9095 1.1069 -1.2594  0.233
H5 -0.7624 1.8144 0.4024  0.241
H6 0.6698 1.7422 -0.6890  0.253
H7 2.9016 -1.0404 -0.1946  0.121

No. 3
Entry from OMol25: a gas-phase ion, C5H15NOP (charge +1) (ωB97M-V/def2-TZVPD).

Values from the calculation:
molecular weight = 136.16 g/mol
relative energy (zero: lowest compared OMol25 entry of this formula, charge and spin) = 185.7 kJ/mol
electronic energy = -670.5370 hartree
HOMO = -13.57 eV
net charge = +1
LUMO = -0.12307 hartree
strongest force on any atom = 5.4 eV/A
Kohn-Sham gap = 10.224 eV

Each line ends with the natural charge from an NBO analysis.
Element x y z (Å)
C1 0.3646 1.1303 -1.6291  -0.684
C2 0.5056 0.8895 -0.1607  0.282
C3 1.9641 0.5800 0.2698  -0.615
O1 -0.0582 1.9202 0.6072  -0.772
C4 -0.5226 -0.3361 0.3313  -0.080
C5 -0.0402 -1.6777 -0.2200  -0.691
N1 -1.9329 -0.0424 -0.0381  -0.730
P1 -0.8684 -0.2435 2.2263  0.329
H1 -0.0182 0.2633 -2.1883  0.211
H2 1.3475 1.3381 -2.1606  0.260
H3 -0.5040 1.7622 -1.8262  0.234
H4 1.8827 -0.0667 1.0973  0.220
H5 2.3863 0.1238 -0.7027  0.225
H6 2.4342 1.4581 0.4520  0.225
H7 0.5007 2.6977 0.8159  0.509
H8 1.0796 -1.9980 -0.0166  0.274
H9 -0.0667 -1.6568 -1.2645  0.222
H10 -0.4977 -2.5450 0.2362  0.244
H11 -2.5875 -0.6899 0.5499  0.458
H12 -2.1789 0.9101 0.2669  0.467
H13 -2.0470 -0.1041 -1.0379  0.438
H14 0.3850 -0.5382 2.7338  0.014
H15 -1.4393 -1.4985 2.2237  -0.040

No. 4
Entry from OMol25: a gas-phase ion, C10H13O5 (charge +1) (ωB97M-V/def2-TZVPD).

Values from the calculation:
molecular weight = 213.21 g/mol
expectation value of S² = 2.0315
2S+1 = 3
electronic energy = -764.5721 hartree
HOMO (alpha / beta) = -11.08 / -13.90 eV
net charge = +1
LUMO (alpha / beta) = -0.11096 / -0.29110 hartree
strongest force on any atom = 3.7 eV/A
Kohn-Sham gap (alpha / beta) = 8.059 / 5.982 eV

Each line ends with the Mulliken spin population.
Element x y z (Å)
C1 -0.0289 0.9188 -0.7149  0.133
C2 -0.7018 -1.3496 -0.2115  0.550
C3 -1.1440 0.0742 0.0047  -0.065
C4 1.0774 0.7005 0.3846  0.036
C5 0.6090 -1.7108 -0.0752  -0.144
C6 1.5875 -0.6967 0.1848  0.472
C7 2.1084 1.8037 0.4695  0.001
C8 1.1063 -3.1064 -0.2941  0.007
C9 -2.6278 0.3592 -0.2840  0.009
C10 -3.1764 1.6593 0.3234  0.003
O1 0.3999 0.5595 1.6277  0.392
O2 2.8472 -0.9069 0.2798  0.130
O3 -0.2449 2.2046 -1.0553  0.077
O4 -2.5077 2.6263 0.5363  0.008
O5 -0.9603 0.3272 1.3948  0.413
H1 0.2729 0.4104 -1.6394  -0.028
H2 -1.4409 -2.1050 -0.4381  0.023
H3 1.6083 2.7378 0.7124  0.003
H4 2.8289 1.5808 1.2505  0.004
H5 2.6151 1.9145 -0.4844  -0.001
H6 1.7124 -3.4519 0.5450  -0.004
H7 0.2794 -3.7985 -0.4153  -0.002
H8 1.7105 -3.1482 -1.2034  -0.005
H9 -3.2192 -0.4728 0.1016  -0.008
H10 -2.7866 0.4193 -1.3643  -0.003
H11 -4.2580 1.6208 0.5157  0.001
H12 3.1245 -1.8439 0.2358  -0.003
H13 -0.7912 2.6741 -0.3869  -0.001

No. 5
Entry from OMol25: a single C4H9NO molecule (ωB97M-V/def2-TZVPD).

Values from the calculation:
molecular weight = 87.12 g/mol
relative energy (zero: lowest compared OMol25 entry of this formula, charge and spin) = 376.9 kJ/mol
electronic energy = -287.6889 hartree
HOMO = -9.42 eV
LUMO = 0.02477 hartree
strongest force on any atom = 3.9 eV/A
Kohn-Sham gap = 10.095 eV

Each line ends with the natural charge from an NBO analysis.
Element x y z (Å)
C1 0.8970 0.5145 -1.8547  -0.631
C2 0.4552 1.0381 -0.4381  -0.453
C3 -0.5166 0.1923 0.4460  0.202
C4 -0.1001 -1.3120 0.7896  -0.723
N1 -1.2549 0.9243 1.2312  -0.108
O1 -1.9798 0.2380 2.2152  -0.545
H1 1.0041 -0.5890 -1.8853  0.211
H2 1.9460 1.0292 -2.1920  0.226
H3 0.0992 0.6540 -2.7537  0.219
H4 0.0036 2.0703 -0.3708  0.246
H5 1.3480 1.0656 0.3243  0.215
H6 -0.1330 -1.5223 1.8661  0.230
H7 -0.7497 -2.0757 0.2408  0.232
H8 0.9397 -1.4213 0.4603  0.237
H9 -1.9587 -0.8059 1.9210  0.441

No. 6
Entry from OMol25: a single C15H21BrN4O3S molecule (ωB97M-V/def2-TZVPD).

Values from the calculation:
molecular weight = 417.33 g/mol
electronic energy = -4001.0962 hartree
HOMO = -8.59 eV
LUMO = 0.02102 hartree
strongest force on any atom = 1.2 eV/A
Kohn-Sham gap = 9.167 eV

Each line ends with the natural charge from an NBO analysis.
Element x y z (Å)
C1 -4.7165 -0.8072 0.6572  -0.401
N1 -3.7201 0.2202 0.4725  -0.440
C2 -3.5999 0.6018 -0.9228  -0.204
C3 -2.7511 1.8788 -1.0767  -0.494
C4 -1.8255 1.9504 0.1006  0.297
N2 -0.5641 1.8291 0.1347  -0.273
N3 0.1877 1.6645 -0.9820  -0.449
C5 1.4916 1.3024 -0.9246  0.674
O1 2.1161 1.0756 -1.9429  -0.624
C6 2.0927 1.1834 0.4690  -0.353
N4 2.9336 0.0144 0.5829  -0.648
C7 2.3767 -1.2432 0.3939  0.170
C8 3.1765 -2.3895 0.3624  -0.276
C9 2.6181 -3.6362 0.1570  -0.157
C10 1.2546 -3.7929 -0.0320  -0.275
C11 0.4688 -2.6594 0.0275  -0.064
Br1 -1.4112 -2.8076 -0.2230  0.042
C12 0.9954 -1.4012 0.2467  -0.256
S1 4.5930 0.2944 0.3672  2.316
C13 4.9163 -0.0771 -1.3678  -0.882
O2 5.3327 -0.6119 1.1925  -0.936
O3 4.7906 1.6935 0.5940  -0.941
C14 -2.5404 2.1049 1.4080  -0.445
C15 -3.8900 1.3763 1.3291  -0.219
H1 -4.7219 -1.1153 1.7006  0.205
H2 -5.7300 -0.4770 0.3771  0.164
H3 -4.4455 -1.6670 0.0463  0.203
H4 -4.5899 0.7682 -1.3866  0.168
H5 -3.1209 -0.2327 -1.4433  0.208
H6 -2.2367 1.8675 -2.0378  0.216
H7 -3.3975 2.7591 -1.0533  0.229
H8 -0.2307 1.7034 -1.9119  0.383
H9 1.3092 1.1859 1.2293  0.248
H10 2.7513 2.0402 0.6329  0.287
H11 4.2346 -2.3006 0.5340  0.250
H12 3.2579 -4.5052 0.1382  0.218
H13 0.8184 -4.7629 -0.2097  0.229
H14 0.3194 -0.5665 0.3118  0.224
H15 5.8844 0.3445 -1.6039  0.252
H16 4.1317 0.3965 -1.9472  0.286
H17 4.9159 -1.1497 -1.5035  0.243
H18 -1.9188 1.6899 2.1998  0.233
H19 -2.6918 3.1661 1.6200  0.220
H20 -4.6814 2.0533 0.9600  0.160
H21 -4.1831 1.0386 2.3240  0.213